No. 1
The following is a quantum chemistry calculation of a 8-piece molecular cluster, C31H72N2O10 overall in a non-equilibrium geometry, from OMol25.

As for the SMILES: CCOCCOC[C@@](C#N)(CC#N)CCCCCCCOC.CCO.CCO.CCO.CCO.CCO.CCO.CCO.

XYZ file:
```
115
C31H72N2O10 | OMol25 | ωB97M-V/def2-TZVPD
C 0.00344 -2.49853 3.95062
C -1.00862 -1.82422 4.92354
O -2.32793 -1.69685 4.40974
C -2.38853 -1.00171 3.16841
C -1.58173 0.32016 3.11898
O -2.03731 1.25073 2.14920
C -1.79377 0.83353 0.81897
C -0.44022 1.38430 0.24333
C -0.54532 1.14374 -1.25224
N -0.59591 0.72905 -2.29029
C -0.27702 2.93296 0.48640
C -0.19743 3.70953 -0.80426
N -0.32668 4.26114 -1.77223
C 0.81611 0.65898 0.81531
C 2.11822 0.80589 -0.03899
C 2.63499 -0.62852 -0.46703
C 2.66209 -0.67850 -2.03340
C 2.44391 -2.14046 -2.54678
C 0.98516 -2.57119 -2.18486
C 0.08044 -2.86083 -3.40716
O -0.92451 -3.86166 -3.17966
C -1.64671 -3.62495 -1.98719
H 0.74902 -3.01301 4.58919
H 0.59023 -1.77623 3.35639
H -0.45037 -3.28484 3.32838
H -1.08876 -2.50209 5.79329
H -0.60589 -0.87804 5.33992
H -3.45910 -0.80814 2.96394
H -2.08012 -1.73082 2.38438
H -1.71946 0.80711 4.10322
H -0.50948 0.07056 3.05778
H -2.58140 1.30407 0.19710
H -1.84950 -0.25535 0.65275
H 0.70098 3.11087 0.97020
H -1.03555 3.36443 1.15509
H 1.00568 1.11077 1.81062
H 0.52605 -0.38650 1.01991
H 2.89562 1.18659 0.65058
H 2.02734 1.48924 -0.89534
H 2.02293 -1.43953 -0.04001
H 3.65616 -0.76328 -0.06932
H 3.66936 -0.30673 -2.33876
H 1.88268 -0.03268 -2.46764
H 2.68558 -2.22410 -3.61903
H 3.11895 -2.76414 -1.94889
H 0.50933 -1.76211 -1.59916
H 1.00802 -3.45106 -1.51427
H -0.46118 -1.95638 -3.75965
H 0.67896 -3.21827 -4.26467
H -1.08618 -4.01090 -1.11167
H -2.62960 -4.12245 -1.98872
H -1.79645 -2.53719 -1.81771
C 4.20591 -6.07703 -4.32351
C 4.98354 -5.10198 -3.45984
O 4.17449 -4.61986 -2.39064
H 3.31428 -5.59785 -4.73122
H 4.81826 -6.44284 -5.14985
H 3.86873 -6.93258 -3.73281
H 5.29993 -4.23963 -4.04677
H 5.87515 -5.58090 -3.04148
H 3.90218 -5.38047 -1.86444
C -4.92103 3.28513 -3.28697
C -4.00301 2.88167 -2.14903
O -4.01729 1.46679 -1.97354
H -5.94179 2.95253 -3.08985
H -4.92356 4.36827 -3.42310
H -4.60527 2.81576 -4.22190
H -4.33335 3.33411 -1.21250
H -2.97505 3.20417 -2.34465
H -3.71481 1.06765 -2.79753
C 3.55694 2.48571 -5.42496
C 4.44671 2.10449 -4.25732
O 4.46349 0.69039 -4.07685
H 2.53874 2.12948 -5.26023
H 3.53318 3.56824 -5.56217
H 3.91369 2.02362 -6.34936
H 4.07572 2.54949 -3.33378
H 5.47182 2.45277 -4.42173
H 4.79905 0.29865 -4.89124
C 1.94330 4.20118 4.24838
C 0.58264 3.53272 4.30882
O 0.61231 2.40097 5.17350
H 2.69927 3.49695 3.89599
H 1.92671 5.06383 3.57938
H 2.25408 4.53512 5.24130
H 0.28473 3.18167 3.32051
H -0.17738 4.23338 4.66951
H 0.86439 2.70882 6.05118
C -5.24248 4.24714 1.76431
C -6.34191 5.10247 1.16255
O -7.60557 4.77475 1.73178
H -5.44838 3.18803 1.59927
H -4.27292 4.49037 1.32380
H -5.18354 4.39672 2.84551
H -6.41224 4.93483 0.08780
H -6.14301 6.16577 1.33354
H -7.54859 4.93284 2.68050
C 6.61783 -2.03951 -0.31385
C 7.41709 -1.07362 0.53959
O 6.62792 -0.58530 1.62235
H 5.72574 -1.55046 -0.70830
H 7.21431 -2.41006 -1.14962
H 6.27992 -2.89254 0.28062
H 7.73407 -0.21387 -0.05010
H 8.30966 -1.56138 0.94558
H 6.35640 -1.34420 2.15024
C -6.44415 -2.25518 2.03122
C -6.79767 -1.70674 3.40203
O -6.81149 -2.75552 4.36549
H -7.16240 -3.01879 1.72882
H -6.43795 -1.46071 1.28202
H -5.45914 -2.73000 2.04718
H -7.78856 -1.25368 3.38883
H -6.07483 -0.94623 3.71751
H -5.93114 -3.14768 4.38210
```

No. 2
The following is a quantum chemistry calculation of C31H74F3N2O10Y as an isolated structure in a non-equilibrium geometry, from OMol25.

Its net charge is +2.

XYZ file:
```
121
C31H74F3N2O10Y | OMol25 | ωB97M-V/def2-TZVPD
Y -3.87426 0.31006 -4.87250
C -1.12705 -0.27460 -2.33668
O -1.25098 1.08509 -1.92914
O -2.13941 -0.51933 -3.29218
C 0.30938 -0.61513 -2.72383
F 0.49115 -1.80419 -3.04066
F 0.69833 0.00426 -3.86250
F 1.26255 -0.43198 -1.83966
C -0.45071 1.51978 -0.80286
C -1.07689 2.79535 -0.29215
H -0.28133 3.29834 0.25755
H -1.70018 3.28478 -1.04054
H -1.86122 2.44844 0.38058
H 0.42296 1.88298 -1.34407
H -0.21158 0.87096 0.03973
H -1.26190 -0.84874 -1.42002
O -3.35101 2.25194 -3.47527
H -3.61716 3.16077 -3.33592
H -2.85481 2.02395 -2.68911
O -4.73430 3.07288 0.39016
H -4.51199 3.18660 1.31421
H -4.69172 2.12730 0.24769
O -0.02655 -2.59381 -5.64213
H 0.70466 -1.99631 -5.79888
H -0.00701 -2.75471 -4.69876
C 2.92406 -2.31185 3.41659
C 3.34693 -1.66454 2.02244
C 3.25304 -0.11667 2.28086
C 4.45691 0.52756 2.91666
C 5.81327 0.08011 2.13428
C 5.99553 -1.47222 1.92317
N 4.66079 -2.07445 1.50290
O 4.76364 -3.41868 1.07032
C 7.16324 -1.69182 0.91727
C 6.56767 -2.20162 3.23178
C 2.31033 -2.16531 1.01749
H 2.92585 -3.40030 3.35849
H 1.96436 -2.04687 3.86030
H 3.57263 -2.21191 4.28691
H 3.29713 0.24762 1.25449
H 2.29952 0.05072 2.78173
H 4.55868 0.28941 3.97545
H 4.32855 1.60863 2.97059
H 6.60596 0.39028 2.81512
H 5.93670 0.56065 1.16373
H 7.37893 -2.73624 0.69191
H 6.96034 -1.25933 -0.06247
H 8.11636 -1.26118 1.22421
H 5.95162 -2.16275 4.13015
H 6.62704 -3.27949 3.08088
H 7.58850 -1.85596 3.39463
H 2.17913 -3.24690 1.04996
H 2.57948 -1.89572 -0.00378
H 1.34745 -1.70798 1.24507
H 4.88367 -3.26468 0.13039
C -3.80054 -0.69484 3.67915
C -3.94236 -1.58254 2.42787
C -3.07441 -2.87236 2.63228
C -3.67300 -3.83894 3.62798
C -5.07701 -4.19278 3.18153
C -6.04152 -2.99556 2.96357
N -5.38051 -1.95795 2.14136
O -6.21885 -1.04989 1.47741
C -7.36089 -3.53840 2.47466
C -6.42440 -2.46166 4.39210
C -3.43567 -0.62838 1.28310
H -3.23102 0.21987 3.51464
H -3.22367 -1.15418 4.48185
H -4.74116 -0.29653 4.05951
H -2.96095 -3.32037 1.64511
H -2.11960 -2.42594 2.91008
H -3.61803 -3.44919 4.64443
H -3.06842 -4.74586 3.63658
H -5.49432 -4.83839 3.95428
H -5.02372 -4.60269 2.17295
H -7.13392 -4.17701 1.62099
H -7.78985 -4.10519 3.30099
H -8.02793 -2.75232 2.12074
H -7.19895 -2.97417 4.96263
H -5.70419 -2.33773 5.20081
H -6.99205 -1.56597 4.13991
H -3.91199 0.34488 1.16487
H -3.41414 -1.06685 0.28542
H -2.36167 -0.51009 1.42674
H -6.82038 -0.74680 2.16145
C 5.08809 -2.82215 -2.68759
C 4.49066 -1.49272 -3.20197
C 4.57083 -0.56180 -2.11151
O 5.08037 -0.95348 -4.34326
H 5.12930 -3.47723 -3.55780
H 4.37547 -3.19538 -1.95209
H 6.11829 -2.68660 -2.35830
H 3.43925 -1.71391 -3.38556
H 5.35696 0.18707 -2.20792
H 4.69851 -1.03317 -1.13703
H 3.67832 0.00294 -2.38094
H 6.02623 -1.04924 -4.20994
C 3.88271 3.61572 -3.68794
C 2.69900 2.70614 -4.08844
C 1.32161 3.26321 -4.02505
O 2.90489 2.34061 -5.48728
H 4.89434 3.26492 -3.89204
H 3.85466 3.84390 -2.62245
H 3.98014 4.59582 -4.15485
H 2.86251 1.72330 -3.64642
H 1.18183 3.86295 -3.12566
H 0.55598 2.50368 -4.18325
H 1.14773 3.97852 -4.82891
H 3.58879 1.66778 -5.52207
C -2.75666 6.46374 -1.29030
C -4.15246 5.86481 -1.09717
C -5.27371 6.63339 -1.78787
O -4.11922 4.60058 -1.74086
H -2.87552 7.52000 -1.04885
H -2.33799 6.35082 -2.29033
H -2.05530 6.06085 -0.55963
H -4.37518 5.82442 -0.03093
H -6.27431 6.25872 -1.57217
H -5.08718 6.68243 -2.86067
H -5.08028 7.67041 -1.51354
H -4.48977 4.02363 -1.06899
```

No. 3
The following is a quantum chemistry calculation of a 7-piece molecular cluster, C31H75BrClFN4O28P7 overall in a non-equilibrium geometry, from OMol25.

Its net charge is +1.

XYZ file:
```
148
C31H75BrClFN4O28P7 | OMol25 | ωB97M-V/def2-TZVPD
C -5.17421 -1.71694 0.55931
C -5.26040 -0.72112 -0.61063
N -6.55358 -0.04742 -0.35860
C -4.29059 0.50602 -0.50955
C -2.84047 0.24795 -0.08318
O -2.50893 -0.06529 1.01035
N -1.80935 0.44431 -1.10383
C -0.64731 -0.29809 -0.82264
O 0.36920 0.23050 -0.50502
F -0.71973 -1.61504 -0.90177
C -4.23242 0.93475 -1.98670
P -3.64781 2.64868 -2.53796
O -2.25990 2.43928 -3.35310
Br -5.15953 3.11463 -4.12156
N -4.65261 -0.01705 -2.71375
C -5.05596 -1.28483 -2.05914
C -6.34275 -1.92713 -2.61568
C -7.34504 -0.94457 -3.25175
C -6.95312 -0.38035 -4.64502
Cl -8.15745 -0.72498 -5.91749
C -3.79247 -2.19385 -2.05173
C -3.52886 -2.97593 -3.35429
C -3.51480 -2.10110 -4.58879
N -2.62346 -0.96412 -4.63173
O -4.23868 -2.34864 -5.50782
H -4.17047 -1.82407 0.96120
H -5.79372 -1.34286 1.36709
H -5.58623 -2.67838 0.24945
H -6.67956 0.73153 -0.99267
H -7.31063 -0.71079 -0.45845
H -4.72641 1.30070 0.09324
H -1.56481 1.42251 -1.21307
H -2.27350 1.65344 -3.92246
H -4.64623 0.17353 -3.71796
H -6.18150 -2.72988 -3.33259
H -6.85469 -2.38358 -1.76501
H -8.26581 -1.50768 -3.40496
H -7.61152 -0.10705 -2.61745
H -5.95559 -0.64531 -4.99084
H -6.95903 0.70513 -4.54922
H -3.81835 -2.92672 -1.24814
H -2.89585 -1.60370 -1.86092
H -4.19644 -3.82886 -3.42489
H -2.52857 -3.41352 -3.26629
H -1.77145 -1.32354 -5.06001
H -2.33956 -0.73151 -3.68042
C 6.12811 1.19985 0.33187
O 5.71296 2.19094 1.30967
P 4.87243 3.57370 0.80028
O 5.54671 4.49867 1.76035
O 3.46338 3.00964 1.42410
C 2.85607 1.84187 0.87093
O 4.12163 4.73011 -0.13001
C 3.26194 5.64483 0.55278
H 7.19014 1.00180 0.46875
H 5.57221 0.27554 0.49525
H 5.96497 1.53581 -0.69191
H 3.09851 0.97625 1.49086
H 3.18805 1.65651 -0.15433
H 1.77804 1.97870 0.87049
H 3.83359 6.26148 1.24247
H 2.46210 5.12720 1.08057
H 2.81584 6.29240 -0.20004
C -1.76325 -7.44401 -1.04900
O -2.80573 -7.11906 -2.00881
P -3.15693 -8.22576 -3.26996
O -3.39183 -7.10449 -4.25044
O -4.56387 -8.62723 -2.52861
C -4.51865 -9.37365 -1.30787
O -3.35733 -9.42895 -4.41134
C -4.57963 -9.42445 -5.15683
H -1.07133 -6.60479 -0.98659
H -2.21113 -7.60555 -0.06766
H -1.20343 -8.33400 -1.33247
H -4.63716 -8.69373 -0.46107
H -3.58099 -9.92398 -1.19807
H -5.34345 -10.08271 -1.30611
H -4.63952 -8.53087 -5.77558
H -5.45065 -9.49452 -4.50819
H -4.55633 -10.30153 -5.80166
C 4.89374 3.01636 4.57845
O 3.91280 2.60548 5.58004
P 3.56662 0.97597 5.73235
O 2.09775 1.04071 5.95930
O 4.39718 0.86136 7.13673
C 5.79565 1.17439 7.14504
O 3.77926 -0.62780 5.34757
C 3.33059 -1.57993 6.30308
H 4.45739 3.79799 3.96199
H 5.77774 3.41174 5.07895
H 5.18649 2.18894 3.93510
H 5.93710 2.18909 7.51832
H 6.24242 1.09236 6.15183
H 6.30143 0.48092 7.81380
H 2.24840 -1.52577 6.41578
H 3.81718 -1.43975 7.26642
H 3.59661 -2.56498 5.92014
C -6.75194 -6.29688 -2.70964
O -7.31744 -7.33628 -3.53636
P -8.89318 -7.91858 -3.32115
O -8.62045 -9.35326 -3.59663
O -9.41714 -7.11582 -4.64668
C -9.36462 -5.69048 -4.62714
O -10.39352 -7.99283 -2.62486
C -11.43043 -8.60626 -3.38968
H -5.79762 -6.63277 -2.32019
H -6.58397 -5.40312 -3.31719
H -7.40809 -6.05228 -1.87235
H -8.46785 -5.34460 -5.14596
H -9.36128 -5.30402 -3.60272
H -10.24041 -5.30354 -5.14399
H -11.21253 -9.66136 -3.54581
H -11.57468 -8.10491 -4.34457
H -12.34702 -8.51706 -2.80875
C 4.96750 12.44310 0.57878
O 4.25347 11.24373 0.98229
P 5.08798 10.00956 1.77415
O 4.44200 8.83209 1.14016
O 4.36896 10.40598 3.19489
C 4.58217 11.70569 3.74579
O 6.38573 9.31275 2.53654
C 6.11049 8.26450 3.46559
H 4.76846 12.62858 -0.47543
H 4.60572 13.29107 1.16095
H 6.04406 12.35091 0.71833
H 3.72975 12.34480 3.50871
H 5.49651 12.16809 3.36488
H 4.66198 11.61521 4.82710
H 5.68166 7.40369 2.95312
H 5.45011 8.59911 4.26314
H 7.06398 7.97255 3.90384
C 12.76746 2.09622 4.70383
O 11.39951 1.71848 4.39006
P 10.29986 2.90650 3.92753
O 9.08877 2.41376 4.63541
O 10.33213 2.40784 2.36407
C 11.56826 2.44089 1.65089
O 9.87712 4.45833 3.54726
C 8.68498 4.62249 2.77666
H 13.02768 1.68320 5.67679
H 13.43826 1.67907 3.95218
H 12.90110 3.17698 4.73770
H 12.00861 1.44210 1.64065
H 12.27892 3.14331 2.09370
H 11.36952 2.74688 0.62555
H 7.81772 4.29015 3.34215
H 8.74178 4.08898 1.83069
H 8.57623 5.68528 2.56548
```

no.,HOMO (eV),frontier orbital gap (eV)
1,-9.222,9.61
2,-11.368,1.28
3,-10.571,5.46